C17H17N3O2S | the ωB97M-V functional and the def2-TZVPD basis

Results
Energy relative to the best compared isomer or geometry (same formula, charge and spin): 46.0 kcal/mol
HOMO level: -8.470 eV
LUMO: 0.23 eV
E: -37305.4032 eV
SMILES: CCc1cc2ccccc2nc1SCC(=O)Nc1cc(C)on1

XYZ file:
```
40
Properties=species:S:1:pos:R:3:forces:R:3:mulliken_charge:R:1
C -0.42166 3.17258 -3.75106 0.195 0.003 0.169 -1.6772
C 0.46610 2.97304 -2.53073 -0.101 0.033 -0.158 -0.2692
C -0.11846 2.10838 -1.45490 -0.243 -0.099 -0.068 0.2761
C -1.34770 1.50821 -1.50016 0.315 0.120 0.060 -0.0973
C -1.80095 0.69969 -0.43200 0.233 -0.064 0.362 0.5354
C -3.03573 0.02598 -0.43732 -0.134 -0.098 0.057 -0.8284
C -3.40357 -0.74991 0.62896 -0.149 0.053 -0.266 -0.6126
C -2.56271 -0.87769 1.74503 0.208 0.059 0.157 -0.6122
C -1.35788 -0.23074 1.78936 -0.207 -0.106 0.066 -0.2297
C -0.95515 0.55964 0.69801 -0.562 -0.007 -0.518 -0.2674
N 0.25132 1.15663 0.72913 -0.072 0.583 -0.216 -0.3892
C 0.65000 1.86207 -0.28678 -0.162 -0.221 0.494 0.1112
S 2.30077 2.46848 -0.17348 0.406 0.141 -0.076 -0.1750
C 2.73014 1.80232 1.46121 -0.339 0.287 -0.196 -0.6437
C 2.22341 0.38745 1.71067 0.658 0.036 0.076 0.3188
O 1.86187 0.03196 2.80574 -0.001 -0.171 0.266 -0.6443
N 2.42113 -0.46477 0.64951 0.423 -0.119 -0.334 0.0233
C 1.78130 -1.67685 0.52385 -0.475 -0.830 -0.087 0.3479
C 1.20717 -2.48830 1.53694 -0.154 -0.430 -0.345 0.0988
C 0.69185 -3.54327 0.84377 0.333 0.574 0.391 0.2328
C -0.06025 -4.74551 1.27658 0.016 0.097 -0.270 -1.2593
O 0.94380 -3.38345 -0.46727 -0.404 -0.663 0.398 -0.1392
N 1.61779 -2.21935 -0.66060 0.606 1.114 -0.174 -0.7414
H 0.08439 3.81237 -4.46977 -0.020 0.034 -0.085 0.3943
H -0.63514 2.22160 -4.23363 -0.073 -0.063 -0.083 0.3784
H -1.36017 3.64793 -3.47470 -0.117 0.027 -0.032 0.3766
H 0.70721 3.94556 -2.08922 0.066 -0.008 -0.037 0.4481
H 1.41867 2.52966 -2.83927 0.024 0.067 -0.009 0.4108
H -1.99174 1.63040 -2.35803 -0.046 0.047 -0.131 0.4242
H -3.68273 0.12827 -1.29710 -0.081 -0.010 -0.069 0.4074
H -4.34994 -1.27064 0.61785 -0.074 -0.024 -0.027 0.4028
H -2.87634 -1.49420 2.57456 -0.010 -0.042 0.086 0.4282
H -0.69076 -0.30970 2.63250 0.085 -0.016 0.100 0.4950
H 3.82002 1.82228 1.51057 -0.015 -0.004 0.013 0.4058
H 2.31817 2.45625 2.22937 0.046 -0.217 0.019 0.3606
H 2.72010 -0.06763 -0.23294 -0.071 0.097 0.137 0.3385
H 1.19468 -2.29215 2.58584 -0.038 -0.026 0.231 0.4052
H -1.10798 -4.65107 0.99276 -0.072 -0.040 0.018 0.2706
H 0.00724 -4.85273 2.35465 -0.001 -0.026 0.045 0.3164
H 0.34174 -5.63278 0.79211 0.007 -0.092 0.034 0.3788
```
Positions in Å, forces in eV/Å.

---

C17H17N5O5S2 | the ωB97M-V functional and the def2-TZVPD basis

Results
Energy relative to the best compared isomer or geometry (same formula, charge and spin): 0.0 kcal/mol
HOMO level: -8.437 eV
LUMO: -0.18 eV
E: -57260.0420 eV
SMILES: O=c1cc(CN2CCN(S(=O)(=O)c3ccccc3[N+](=O)[O-])CC2)nc2sccn12

XYZ file:
```
46
Properties=species:S:1:pos:R:3:forces:R:3:mulliken_charge:R:1
O 3.02941 2.43690 4.03641 0.176 -0.035 0.118 -0.6604
C 2.25643 2.65711 3.13033 -0.004 0.026 -0.019 0.2474
C 0.83694 2.48403 3.10189 -0.226 0.053 -0.037 -0.6832
C 0.08814 2.79983 2.00263 0.321 -0.034 0.326 1.1718
C -1.38929 2.51482 1.92343 -0.063 -0.033 0.096 -1.4382
N -1.68261 1.25545 1.25341 -0.096 0.000 0.033 0.0126
C -1.11724 0.10264 1.93338 -0.182 -0.241 -0.062 -0.3158
C -1.64491 -1.16981 1.27919 0.265 -0.099 0.697 -1.3410
N -1.29827 -1.18764 -0.12735 1.292 -0.085 -0.045 0.3550
S 0.27733 -1.61390 -0.48715 -0.265 -0.186 -0.539 1.4794
O 0.81818 -2.41181 0.56454 -0.233 -0.171 0.231 -0.7075
O 1.06040 -0.50822 -0.96492 -0.165 -0.009 -0.163 -0.7142
C -0.05149 -2.65223 -1.92735 -0.180 0.407 0.639 0.2805
C 0.87069 -2.69610 -2.95589 0.033 0.010 -0.011 -0.7195
C 0.60303 -3.43725 -4.09648 0.010 0.014 0.099 -0.6926
C -0.60124 -4.11290 -4.21669 0.018 0.047 0.114 -0.5112
C -1.53554 -4.06022 -3.19537 -0.077 0.085 0.272 -0.6066
C -1.24733 -3.33821 -2.04485 0.531 -0.152 -0.841 0.4146
N -2.22894 -3.34299 -0.97357 -0.490 -0.575 -0.054 1.0973
O -3.32299 -2.89655 -1.23714 -0.296 0.114 -0.024 -0.5980
O -1.91168 -3.88074 0.06035 0.037 -0.166 0.224 -0.6027
C -1.79243 -0.02087 -0.82667 -0.007 0.613 -0.332 -1.4249
C -1.32002 1.26783 -0.15507 0.003 -0.152 -0.301 -0.1841
N 0.63484 3.30244 0.86866 -0.165 0.261 -0.513 -0.5013
C 1.91936 3.44561 0.85469 -0.169 0.052 -0.103 0.3945
S 2.81223 4.04267 -0.51132 0.067 -0.073 0.224 -0.1473
C 4.29489 3.87031 0.38663 -0.318 -0.075 0.120 -0.2559
C 4.08195 3.39460 1.62057 0.753 0.177 -0.229 -0.6051
N 2.75522 3.15657 1.88917 -0.556 -0.068 -0.038 0.0510
H 0.38131 2.09219 3.99637 -0.041 -0.046 0.088 0.4203
H -1.81632 2.46618 2.92756 0.011 0.061 -0.019 0.4840
H -1.87892 3.30988 1.35747 0.040 0.040 0.102 0.4523
H -1.42072 0.13304 2.98180 0.072 -0.015 0.033 0.4359
H -0.01445 0.07886 1.88160 -0.078 0.039 0.121 0.3105
H -1.20402 -2.05675 1.73432 -0.176 0.097 0.120 0.4945
H -2.73463 -1.21758 1.35155 0.051 -0.049 -0.053 0.3809
H 1.78179 -2.12992 -2.84604 0.116 0.073 -0.069 0.5025
H 1.32778 -3.47726 -4.89462 0.068 0.014 -0.062 0.4141
H -0.81851 -4.67990 -5.10852 -0.032 -0.048 -0.067 0.3960
H -2.48105 -4.57417 -3.27915 -0.079 -0.017 0.019 0.4563
H -1.42332 -0.06322 -1.85293 -0.176 0.125 -0.064 0.5106
H -2.88463 -0.08256 -0.82922 0.076 -0.047 -0.047 0.3870
H -1.80342 2.12593 -0.62568 0.054 0.008 -0.043 0.4486
H -0.23431 1.35234 -0.30597 -0.225 0.061 -0.013 0.2228
H 5.22773 4.13450 -0.06610 0.246 0.020 0.001 0.4795
H 4.80066 3.18706 2.39213 0.061 -0.020 0.070 0.4097
```
Positions in Å, forces in eV/Å.

---

C17H17NO3 | the ωB97M-V functional and the def2-TZVPD basis

Results
Energy relative to the best compared isomer or geometry (same formula, charge and spin): 25.3 kcal/mol
HOMO level: -7.796 eV
LUMO: 0.83 eV
E: -25537.8343 eV
SMILES: O=C(CCc1ccccc1)Nc1ccc2c(c1)OCCO2

XYZ file:
```
38
Properties=species:S:1:pos:R:3:forces:R:3:mulliken_charge:R:1
O -0.66305 -2.98294 -0.19684 0.205 -0.232 -0.306 -0.6504
C -1.28801 -2.13341 0.39604 -0.450 0.141 0.489 0.5483
C -2.78592 -2.23662 0.64091 0.009 -0.156 -0.254 -0.8245
C -3.54741 -1.48445 -0.46908 0.024 -0.021 0.157 -1.1491
C -3.17970 -0.02792 -0.48745 -0.207 0.062 -0.194 0.2355
C -3.75158 0.85471 0.42200 0.007 -0.096 -0.039 -0.0532
C -3.36113 2.18208 0.45811 0.022 0.102 0.098 -0.5930
C -2.38876 2.64299 -0.41336 0.017 0.105 0.009 -0.5216
C -1.81749 1.77350 -1.32725 0.039 0.023 -0.053 -0.6076
C -2.21244 0.44830 -1.36477 -0.126 0.042 -0.022 -0.0787
N -0.75827 -0.97851 0.89130 -0.067 0.137 0.348 -0.0636
C 0.51844 -0.44328 0.69221 0.413 0.014 -0.135 0.3570
C 0.72638 0.88871 1.05048 0.001 -0.064 -0.003 -0.4343
C 1.96842 1.46537 0.89313 0.174 -0.191 -0.098 -1.1126
C 3.02401 0.73276 0.36581 0.026 -0.127 0.016 0.5222
C 2.80795 -0.59051 -0.02860 -0.031 0.304 0.046 0.4111
C 1.56193 -1.17726 0.14801 0.110 -0.058 -0.057 -0.5480
O 3.79893 -1.34871 -0.59533 -0.335 -0.121 0.202 -0.4447
C 4.90623 -0.59150 -1.02760 0.356 0.464 0.062 -0.4518
C 5.30287 0.42266 0.04457 0.172 -0.470 -0.212 -0.4634
O 4.25334 1.33929 0.25605 -0.323 0.167 -0.021 -0.4638
H -3.06420 -3.29041 0.61330 0.098 0.041 0.080 0.4087
H -3.04459 -1.82409 1.61762 -0.031 0.000 0.018 0.3643
H -4.61939 -1.59892 -0.29365 0.026 -0.022 -0.070 0.4071
H -3.30363 -1.94218 -1.42897 -0.063 -0.020 -0.003 0.3670
H -4.51024 0.49849 1.10552 -0.092 -0.045 0.067 0.3933
H -3.81547 2.85697 1.16905 -0.039 0.058 0.046 0.3940
H -2.07905 3.67692 -0.38169 0.022 0.091 -0.003 0.4029
H -1.05889 2.12736 -2.00904 0.079 0.028 -0.057 0.4103
H -1.75875 -0.22896 -2.07374 0.068 -0.097 -0.074 0.3808
H -1.40712 -0.33117 1.31803 0.020 -0.176 -0.115 0.2033
H -0.08920 1.47045 1.45443 -0.107 0.070 0.036 0.3762
H 2.14792 2.48977 1.17679 0.025 0.134 0.053 0.4244
H 1.42025 -2.19978 -0.15613 -0.013 -0.072 -0.020 0.6014
H 5.71165 -1.30157 -1.22070 -0.035 0.101 -0.001 0.3422
H 4.65625 -0.05598 -1.95413 0.036 -0.084 0.073 0.2828
H 6.17008 1.00871 -0.26330 -0.036 -0.104 0.020 0.3367
H 5.52960 -0.11085 0.97824 0.005 0.073 -0.082 0.2905
```
Positions in Å, forces in eV/Å.